# 1
# C11H16ClO3PPb

A molecular structure, C11H16ClO3PPb at a distorted geometry (ωB97M-V with the def2-TZVPD basis set, the Open Molecules 2025 dataset).

Cartesian coordinates (Å):
Cl -2.91051 -1.35398 -0.27060
C 1.11838 -1.35850 -2.33156
C 1.83406 -0.15025 -2.07692
C 0.98122 0.94197 -2.36419
H 2.87169 -0.09167 -1.75341
C -0.30110 0.42108 -2.74791
C -0.19321 -1.01092 -2.73714
H -0.99241 -1.69621 -3.03268
H 1.53352 -2.36380 -2.25122
H 1.24376 2.00224 -2.34076
C -1.52067 1.20505 -3.05069
Pb -0.60849 -0.47055 0.24387
C 2.11089 0.81360 1.12115
C -0.23233 -2.30946 2.27163
O 2.73167 1.39825 1.87853
O -0.09536 -3.06039 3.11041
H -1.48692 2.15310 -2.49337
H -2.41422 0.63140 -2.75390
H -1.57676 1.43784 -4.12849
C -2.84506 3.18809 2.81906
P -1.98771 1.65830 2.52347
C -0.56664 1.58454 3.62850
C -3.08123 0.30212 2.98696
O -1.53044 1.53087 1.06494
H -3.08988 3.16975 3.88464
H -3.77666 3.24723 2.25166
H -2.21430 4.05685 2.62291
H -0.89136 1.75099 4.66407
H -0.07783 0.60002 3.57677
H 0.15826 2.36160 3.35426
H -2.55579 -0.66262 2.96071
H -3.48489 0.43705 3.99994
H -3.91469 0.27551 2.27455

Output
- Multiplicity: 1
- Frontier orbital gap (alpha / beta): 5.9 / 5.9 eV
- Charge: +2
- Total energy: -1648.25657 hartree
- Relative energy (zero: lowest compared OMol25 entry of this formula, charge and spin): 0.0 kcal/mol
- LUMO level (alpha / beta): -0.392 / -0.391 hartree

# 2
# C11H16N2O4STb

A molecular structure, C11H16N2O4STb at a distorted geometry (ωB97M-V with the def2-TZVPD basis set, the Open Molecules 2025 dataset).

Cartesian coordinates (Å):
Tb 0.00431 0.04608 0.11267
O 3.58159 -0.14261 0.00470
C 2.43402 -0.11232 -0.01362
C -2.40685 0.25558 0.28222
O -3.56011 0.37886 0.42013
C -0.08874 -2.15066 1.15065
O -0.12668 -3.13569 1.72582
C 0.08241 2.09602 -1.20820
O 0.13172 3.12026 -1.71763
C 0.49239 -1.17866 -2.10696
H 1.12614 -0.41892 -2.62597
H 1.05872 -2.06342 -1.72417
C -0.88765 -1.08232 -2.03494
H -1.52810 -1.87845 -1.58050
H -1.45996 -0.23399 -2.48319
C -2.29223 2.64790 5.71432
C -2.01444 1.29481 5.11718
N -1.32876 1.36485 3.81670
C -0.04461 1.09752 3.51619
S 0.71148 1.73840 1.98719
N 0.66642 0.39460 4.50513
C 1.33668 1.33871 5.47965
C 2.13549 0.54920 6.47768
H -1.36670 3.20617 5.87393
H -2.77837 2.51546 6.67455
H -2.94934 3.24523 5.07925
H -1.37270 0.66063 5.71576
H -2.93924 0.75821 4.90171
H -1.74750 1.94195 3.09864
H 1.44431 -0.06834 3.99960
H 1.97686 2.08373 4.96057
H 0.49278 1.86484 5.94147
H 2.98587 0.03623 6.01717
H 2.52792 1.23984 7.21868
H 1.51165 -0.17842 7.00025

Output
- Multiplicity: 7
- Frontier orbital gap (alpha / beta): 5.9 / 6.2 eV
- Charge: +3
- Total energy: -2060.70901 hartree
- ⟨S²⟩: 12.66
- LUMO level (alpha / beta): -0.497 / -0.487 hartree

# 3
# C11H16N3O

A molecular structure, C11H16N3O at a distorted geometry (ωB97M-V with the def2-TZVPD basis set, the Open Molecules 2025 dataset).

Cartesian coordinates (Å):
C 0.35589 2.11768 -3.13624
C 0.44913 0.88652 -2.93786
C -2.98331 -0.72471 -0.55824
C -0.41886 -1.86820 1.91999
C 0.74634 -1.06743 1.44117
C -1.34267 0.16166 1.63527
C -1.81154 -1.39917 -0.02532
C -0.32945 -0.14255 -0.55953
C 2.14827 1.42796 0.29986
C 0.72134 -0.54126 -2.57880
C 0.75440 1.46581 0.93255
N -3.88865 -0.14462 -0.98382
N -1.66724 -1.21954 1.38521
N -0.00535 0.20317 0.90935
O 0.66025 -0.77278 -1.14966
H -0.06739 2.97215 -3.44507
H -0.45820 -3.03652 1.79974
H -0.43822 -1.96420 3.04296
H 1.46597 -0.60125 2.18679
H 1.27514 -1.50440 0.54390
H -1.96932 1.06216 1.35143
H -1.16127 0.44181 2.58485
H -1.47690 -2.42845 -0.44477
H -0.76387 0.64283 -1.13711
H 2.85099 0.71757 0.67927
H 1.99986 1.02631 -0.79713
H 2.58022 2.45379 0.52248
H 1.72860 -0.88836 -2.71911
H 0.04019 -1.23497 -3.05453
H 0.19696 2.20246 0.27791
H 0.80868 1.75654 2.01446

Output
- Multiplicity: 1
- Frontier orbital gap: 10.3 eV
- Charge: +1
- Total energy: -667.78117 hartree
- Relative energy (zero: lowest compared OMol25 entry of this formula, charge and spin): 155.1 kcal/mol
- LUMO level: -0.092 hartree

# 4
# C11H16N4

C11H16N4 in the gas phase at a distorted geometry (ωB97M-V with the def2-TZVPD basis set, the Open Molecules 2025 dataset).

Cartesian coordinates (Å):
C 0.90510 2.26954 -0.42586
C 3.05491 -1.02697 -2.37306
C 1.71939 -0.73121 -2.43299
C 2.59621 -0.07083 -0.48006
C -1.77549 -0.81991 2.48861
C -1.90953 -1.45902 1.16135
C -1.50116 0.63730 2.37869
C -0.82673 -1.10493 0.14375
C -0.15493 0.74648 1.58202
C -0.61496 1.05443 -2.04380
C 0.30157 0.82623 -0.91352
N 1.43033 3.24808 -0.28041
N 3.55868 -0.71548 -1.13088
N 1.50742 0.02122 -1.28756
N -0.44865 0.33555 0.20312
H 3.58727 -1.80020 -2.89189
H 1.18193 -0.61475 -3.33572
H 2.61021 0.48827 0.43117
H -2.73777 -0.91056 2.85093
H -1.02196 -1.20496 3.11333
H -1.97022 -2.48698 1.44755
H -2.79212 -1.12026 0.78033
H -2.14692 1.21663 1.71223
H -1.53103 0.94546 3.45761
H -0.01029 -1.73410 0.19763
H -1.28870 -1.34496 -0.77757
H 0.13041 1.82256 1.53648
H 0.66105 0.16015 1.98102
H -1.05204 0.24458 -2.52545
H -1.45258 1.69100 -1.64224
H -0.00939 1.43764 -2.92483

Output
- Multiplicity: 1
- Frontier orbital gap: 9.8 eV
- Total energy: -647.67601 hartree
- Structure (SMILES): C[C@@](C#N)(N1CCCCC1)n1ccnc1
- Relative energy (zero: lowest compared OMol25 entry of this formula, charge and spin): 40.1 kcal/mol
- LUMO level: 0.024 hartree

# 5
# C11H16N4

A gas-phase ion, C11H16N4 (charge +2) at a distorted geometry (ωB97M-V with the def2-TZVPD basis set, the Open Molecules 2025 dataset).

Cartesian coordinates (Å):
C -2.43293 -0.87090 2.06952
C -2.23609 0.41678 1.79573
C -0.77133 -1.89516 0.58787
C 2.75081 1.53968 -0.34870
C -1.49917 -1.96398 1.63959
C -1.10964 1.07979 1.17653
C 1.13823 0.55997 -1.47352
C -1.94034 -3.19426 2.38141
C -0.83831 2.45908 1.54084
C 0.15375 -0.07520 -2.33856
C 3.31514 0.82052 -2.59799
N 1.80096 1.49258 0.50346
N 2.38176 0.97053 -1.54985
N -0.29144 0.43923 0.44432
N 0.81296 0.82227 -0.17289
H -3.18103 -1.10634 2.79283
H -2.80886 1.07811 2.29670
H -0.34101 -1.99899 -0.29442
H 3.76056 1.81745 -0.23913
H -2.85670 -3.42724 1.75017
H -1.38449 -4.07868 2.50775
H -2.28782 -2.90826 3.40345
H -0.98092 3.18068 0.71006
H -1.45372 2.66310 2.43082
H 0.30518 2.59900 1.91941
H -0.78261 -0.01106 -1.83028
H 0.06996 0.69254 -3.11680
H 0.39721 -1.06353 -2.83501
H 3.72062 1.76983 -2.83426
H 4.02254 0.09263 -2.35147
H 2.70601 0.61082 -3.45133

Output
- Multiplicity: 1
- Frontier orbital gap: 8.5 eV
- Charge: +2
- Total energy: -646.94993 hartree
- Relative energy (zero: lowest compared OMol25 entry of this formula, charge and spin): 127.8 kcal/mol
- LUMO level: -0.325 hartree

# 6
# C11H16NP

C11H16NP in the gas phase at a distorted geometry (ωB97M-V with the def2-TZVPD basis set, the Open Molecules 2025 dataset).

Cartesian coordinates (Å):
C 0.86783 -1.74488 -2.60747
C 1.42234 -2.06452 -1.34129
C -0.38203 -1.17181 -2.64205
C 0.73770 -1.77212 -0.20361
C -1.03815 -0.90342 -1.48086
C -0.53819 -1.16933 -0.22827
C -1.68335 2.93875 0.34524
C -1.63403 1.62512 0.54816
C 1.94999 2.34103 1.05731
C -1.18631 -1.94946 1.88862
C 1.17940 1.09091 0.63963
N -1.30328 -0.88124 0.92153
P -0.49324 0.79026 1.60187
H 1.34833 -1.99442 -3.54219
H 2.45931 -2.57859 -1.17056
H -0.69033 -0.78906 -3.64726
H 1.27483 -1.91993 0.81626
H -2.13768 -0.58395 -1.47264
H -2.29713 3.46490 -0.40657
H -1.05468 3.72972 0.74240
H -2.53331 1.18041 0.09136
H 1.50639 3.27710 0.60169
H 2.05338 2.40202 2.15569
H 3.02088 2.04564 0.63891
H -0.18925 -2.32387 2.01658
H -1.70814 -1.81043 2.81121
H -1.70713 -2.76208 1.33183
H 1.67826 0.21037 0.90580
H 1.07761 1.32287 -0.37133

Output
- Multiplicity: 1
- Frontier orbital gap: 9.0 eV
- Total energy: -824.73354 hartree
- Structure (SMILES): C=CP(CC)N(C)c1ccccc1
- Relative energy (zero: lowest compared OMol25 entry of this formula, charge and spin): 69.6 kcal/mol
- LUMO level: 0.031 hartree

# 7
# C11H16O

C11H16O in the gas phase (ωB97M-V with the def2-TZVPD basis set, the Open Molecules 2025 dataset).

Cartesian coordinates (Å):
C 0.42640 1.74491 -2.96060
C -0.34788 0.67795 -2.19661
C 0.53047 -0.42478 -1.60170
C 1.56666 0.03688 -0.57637
H 2.14216 -0.83361 -0.25189
H 2.26614 0.73782 -1.03978
C 0.97539 0.69858 0.68163
C -0.09180 -0.15903 1.31839
C -1.40805 0.27724 1.38032
C -2.38903 -0.51564 1.94957
C -2.06196 -1.75723 2.46436
C -0.74907 -2.19532 2.41774
C 0.23184 -1.39950 1.85398
H 1.25677 -1.73818 1.83690
H -0.48899 -3.16102 2.82689
H -2.82566 -2.37945 2.90717
H -3.40755 -0.15648 1.99885
H -1.66910 1.24989 0.98725
O 1.99364 0.90915 1.64691
H 2.71124 1.40327 1.23514
H 0.53066 1.66982 0.40839
H 1.06333 -0.92562 -2.41269
H -0.12059 -1.16151 -1.12591
H -0.92653 1.14840 -1.40051
H -1.05706 0.20262 -2.88021
H 1.02556 1.29703 -3.75145
H -0.26410 2.45251 -3.41533
H 1.08712 2.30131 -2.30047

Output
- Multiplicity: 1
- Frontier orbital gap: 10.1 eV
- Total energy: -503.98787 hartree
- Structure (SMILES): CCCC[C@H](O)c1ccccc1
- Relative energy (zero: lowest compared OMol25 entry of this formula, charge and spin): 1.3 kcal/mol
- LUMO level: 0.033 hartree